No. 1
{"formula": "C16H22F3N2NiO4", "method": "ωB97M-V with the def2-TZVPD basis set", "molar_mass_g_mol": 422.0, "total_charge": -1, "orbital_gap_ha": [0.2583, 0.2588], "spin_multiplicity": 3, "e_homo_ev": [-4.00, -4.02], "elements": ["Ni", "C", "O", "O", "C", "F", "F", "F", "C", "C", "H", "H", "H", "H", "H", "H", "O", "H", "C", "C", "O", "H", "H", "H", "H", "H", "N", "C", "C", "C", "C", "C", "H", "H", "H", "H", "H", "N", "C", "C", "C", "C", "C", "H", "H", "H", "H", "H"], "positions_angstrom": [[0.36762, -0.32793, -0.10804], [-1.41489, 1.57717, 0.84105], [-1.01328, 1.53036, -0.56207], [-0.72794, 0.66087, 1.43296], [-1.10451, 2.97142, 1.38277], [-1.98206, 3.91494, 0.92711], [-1.20640, 3.00596, 2.71839], [0.12403, 3.39896, 1.08371], [-1.73625, 2.21842, -1.54871], [-1.16574, 1.90509, -2.91396], [-0.07884, 2.00360, -2.90689], [-1.35331, 0.87120, -3.20235], [-1.60144, 2.54940, -3.67833], [-1.74645, 3.29964, -1.38974], [-2.77517, 1.84938, -1.51228], [-2.52091, 1.44329, 0.88582], [0.79780, -0.65737, -1.97509], [1.02712, 0.00647, -2.62930], [1.14411, -3.94504, 1.80169], [1.99659, -2.71901, 1.44023], [1.59529, -1.90519, 0.44725], [1.50055, -4.34346, 2.76707], [1.26705, -4.78024, 1.10228], [0.08453, -3.75557, 1.91155], [2.99023, -3.16698, 1.18417], [2.20385, -2.19483, 2.41325], [-1.42985, -1.57788, -0.23898], [-2.03951, -1.61480, -1.41014], [-3.11950, -2.44237, -1.66191], [-3.67997, -3.12587, -0.59508], [-3.08341, -3.03007, 0.65049], [-1.93500, -2.26031, 0.77147], [-1.65261, -0.98529, -2.20091], [-3.59595, -2.53615, -2.62821], [-4.59339, -3.69523, -0.73213], [-3.44436, -3.55511, 1.52563], [-1.40846, -2.22027, 1.71039], [2.00289, 0.99737, 0.14728], [2.92690, 0.68331, 1.03185], [3.95053, 1.54838, 1.41839], [4.09762, 2.71569, 0.69310], [3.22535, 2.96624, -0.35553], [2.18649, 2.08036, -0.57140], [2.76259, -0.25988, 1.54631], [4.58960, 1.26139, 2.23960], [4.79914, 3.48233, 1.01089], [3.35476, 3.84745, -0.96809], [1.41455, 2.31013, -1.29556]], "nbo_charge": [1.547, 0.340, -0.608, -0.888, 0.919, -0.362, -0.331, -0.328, -0.059, -0.617, 0.209, 0.217, 0.194, 0.167, 0.157, 0.100, -1.276, 0.420, -0.625, -0.008, -0.962, 0.175, 0.185, 0.180, 0.100, 0.077, -0.463, 0.068, -0.263, -0.177, -0.278, 0.086, 0.229, 0.207, 0.202, 0.211, 0.216, -0.464, 0.084, -0.273, -0.176, -0.266, 0.071, 0.239, 0.214, 0.202, 0.207, 0.201]}

=====

No. 2
{"formula": "C18H22IrNO2Te", "method": "ωB97M-V with the def2-TZVPD basis set", "molar_mass_g_mol": 604.2, "total_charge": 3, "orbital_gap_ha": [0.2570, 0.1987], "spin_multiplicity": 6, "e_homo_ev": [-17.96, -18.33], "e_above_lowest_kcal_mol": 6.2, "elements": ["Ir", "C", "C", "C", "C", "C", "C", "C", "C", "C", "C", "H", "H", "H", "H", "H", "H", "H", "H", "H", "H", "H", "H", "H", "H", "C", "C", "O", "H", "H", "H", "O", "N", "Te", "C", "C", "C", "C", "C", "C", "H", "H", "H", "H", "H"], "positions_angstrom": [[-0.74628, -1.20063, 0.38038], [1.78498, -0.06090, 4.06497], [0.81045, -1.18254, 3.70595], [0.28018, -1.91780, 4.94493], [-0.30633, -0.73620, 2.79006], [-0.24548, 0.47323, 2.05645], [-1.32602, 0.94276, 1.28854], [-2.52670, 0.21492, 1.18061], [-3.73797, 0.76100, 0.49168], [-2.53528, -1.07333, 1.79956], [-1.46494, -1.52128, 2.59563], [2.52443, -0.44914, 4.76165], [1.28070, 0.77249, 4.55955], [2.33045, 0.31950, 3.19988], [1.38009, -1.92532, 3.12736], [-0.39853, -1.29041, 5.52537], [1.12345, -2.17051, 5.58375], [-0.22821, -2.84955, 4.70073], [0.63320, 1.09734, 2.15544], [-1.25953, 1.90583, 0.79642], [-3.72970, 0.54045, -0.57572], [-3.77414, 1.84396, 0.60223], [-4.64416, 0.32660, 0.91013], [-3.41544, -1.70049, 1.71521], [-1.53969, -2.48285, 3.08600], [-1.75462, -3.55227, -1.61927], [-1.76102, -2.12941, -1.17684], [-2.33982, -1.17855, -1.59978], [-2.51088, -3.70319, -2.38814], [-1.92670, -4.19164, -0.75291], [-0.75946, -3.77649, -2.01286], [1.79118, -2.40917, -0.54273], [0.96119, -2.22986, 0.20911], [0.76932, 0.94733, -2.42903], [1.73170, 2.12855, -3.74993], [2.80268, 1.58712, -4.50700], [3.43381, 2.38715, -5.42519], [3.00363, 3.70929, -5.60756], [1.95905, 4.25248, -4.84569], [1.30928, 3.47155, -3.92429], [3.12238, 0.56183, -4.36981], [4.25851, 2.00274, -6.00934], [3.48351, 4.32264, -6.35976], [1.66741, 5.28383, -4.98895], [0.48931, 3.87891, -3.34678]], "lowdin_charge": [1.198, -0.042, -0.361, -0.026, -0.206, -0.035, -0.055, -0.292, 0.016, -0.069, -0.047, 0.104, 0.108, 0.084, 0.149, 0.109, 0.104, 0.083, 0.135, 0.146, 0.092, 0.114, 0.115, 0.157, 0.143, 0.021, -0.399, 0.133, 0.121, 0.113, 0.111, 0.148, -0.066, 1.324, -0.663, -0.114, -0.010, 0.045, -0.010, -0.114, 0.111, 0.137, 0.141, 0.137, 0.110]}

=====

No. 3
{"formula": "C19H20N2Ru", "method": "ωB97M-V with the def2-TZVPD basis set", "molar_mass_g_mol": 377.5, "orbital_gap_ha": [0.2513, 0.2085], "spin_multiplicity": 5, "e_homo_ev": [-6.04, -7.30], "elements": ["C", "C", "C", "C", "C", "Ru", "N", "C", "C", "H", "H", "H", "H", "H", "H", "H", "H", "H", "H", "C", "C", "C", "C", "C", "C", "N", "C", "C", "C", "C", "C", "C", "H", "H", "H", "H", "H", "H", "H", "H", "H", "H"], "positions_angstrom": [[-0.93065, 0.98255, -3.97426], [0.40036, 0.44507, -4.10348], [1.20734, 0.98442, -3.02856], [0.36761, 1.84860, -2.23532], [-0.95348, 1.84302, -2.81416], [-0.36573, -0.19976, -2.21809], [-1.25857, -1.85073, -1.25445], [-0.54124, -2.97559, -1.54384], [0.53027, -2.04712, -2.35477], [2.25676, 0.77650, -2.84701], [0.74027, -0.23446, -4.87764], [0.67662, 2.39854, -1.35469], [-1.82065, 2.37452, -2.43566], [-1.77283, 0.75917, -4.62197], [0.62137, -2.38245, -3.39112], [-1.01093, -3.67628, -2.25213], [-2.08145, -1.85714, -0.64701], [1.49062, -2.05170, -1.83133], [-0.06109, -3.47248, -0.69142], [-0.08615, 4.06414, 2.36973], [-0.98037, 3.70442, 1.35192], [-0.93150, 2.43530, 0.79304], [-0.00456, 1.46102, 1.26296], [0.88834, 1.85016, 2.30786], [0.85278, 3.13334, 2.83730], [0.01659, 0.21318, 0.70124], [0.13612, -0.89296, 1.49693], [1.06272, -1.91807, 1.16642], [1.17828, -3.05438, 1.95728], [0.37296, -3.21215, 3.09330], [-0.54789, -2.21453, 3.44280], [-0.66283, -1.06944, 2.66657], [-0.12153, 5.06679, 2.79962], [-1.72120, 4.41592, 0.98420], [-1.62575, 2.12804, 0.00652], [1.59825, 1.10673, 2.67667], [1.55882, 3.40763, 3.62332], [1.69726, -1.75523, 0.29265], [1.90323, -3.82359, 1.68377], [0.46412, -4.11046, 3.70741], [-1.17794, -2.32700, 4.32674], [-1.36436, -0.27355, 2.92862]], "nbo_charge": [-0.334, -0.299, -0.321, -0.332, -0.302, 0.883, -0.835, -0.218, -0.543, 0.249, 0.250, 0.251, 0.241, 0.248, 0.186, 0.159, 0.357, 0.177, 0.156, -0.207, -0.204, -0.240, 0.190, -0.239, -0.213, -0.338, 0.090, -0.199, -0.205, -0.206, -0.232, -0.171, 0.218, 0.219, 0.223, 0.225, 0.221, 0.228, 0.220, 0.217, 0.218, 0.213]}

=====

Q: What is the formula in the first record?
A: C16H22F3N2NiO4